Density functional theory data (wB97M-V/def2-TZVPD) for a structure of composition C16H46BClCo2N2O8.

Last column: Mulliken spin population.
Geometry (Å):
Co (0.8145, -0.2352, -2.4208)  2.779
Co (-0.8807, 1.3060, 1.8931)  2.811
B (-0.3226, 0.8706, -0.7496)  0.046
H (-0.5104, 1.4336, 0.1515)  -0.007
H (-1.2513, 0.8951, -1.2985)  -0.006
H (0.4280, 1.3738, -1.3392)  0.014
H (-0.1726, -0.1722, -0.5165)  0.025
Cl (1.4703, 1.3934, 2.4003)  0.096
C (-3.1302, -3.6865, -0.0812)  0.000
C (-4.3747, -3.9057, -0.9716)  0.000
O (-5.0048, -5.0822, -0.5954)  0.000
O (-2.5276, -2.3813, -0.3224)  -0.001
H (-2.4431, -4.4527, -0.4403)  0.000
H (-3.3569, -3.8195, 0.9766)  0.000
H (-3.8542, -3.9864, -1.9259)  0.000
H (-5.1304, -3.1232, -1.0391)  0.000
H (-4.4199, -5.7112, -0.1667)  0.000
H (-2.0791, -2.0288, 0.4497)  0.001
C (1.2402, -3.1370, -3.6505)  0.005
C (-0.1824, -3.0140, -3.0559)  -0.002
O (-0.1437, -2.2591, -1.9019)  0.013
O (1.7354, -1.7753, -3.7046)  0.021
H (1.3947, -3.4832, -4.6725)  0.001
H (1.8310, -3.7387, -2.9599)  0.000
H (-0.5064, -4.0194, -2.7868)  0.001
H (-0.8259, -2.5157, -3.7810)  -0.001
H (-0.8268, -2.5738, -1.3053)  0.000
H (2.0392, -1.6745, -4.6097)  0.001
C (-0.4350, 4.0676, 0.5042)  0.000
O (-0.8449, 3.4045, 1.6271)  0.024
C (-1.1520, 4.1855, 2.8306)  -0.002
C (-1.0996, 3.2508, 4.0742)  -0.001
N (-1.5429, 1.8967, 3.8637)  0.038
C (-3.0272, 1.7937, 3.8653)  -0.003
C (-3.6723, 2.1953, 2.5509)  0.002
O (-2.8677, 1.8346, 1.3858)  0.021
C (-3.5517, 2.0059, 0.1224)  0.002
H (0.1141, 3.4282, -0.1870)  0.007
H (0.0801, 4.9786, 0.8089)  0.004
H (-1.3445, 4.3565, -0.0226)  0.000
H (-2.1306, 4.6606, 2.7620)  0.000
H (-0.4288, 4.9848, 2.9920)  0.001
H (-1.6363, 3.6827, 4.9188)  0.002
H (-0.0376, 3.3088, 4.3129)  -0.001
H (-1.1976, 1.4313, 4.6909)  -0.005
H (-3.5347, 2.0643, 4.7911)  0.002
H (-3.0122, 0.7064, 3.9393)  0.002
H (-3.9430, 3.2510, 2.5673)  -0.001
H (-4.7087, 1.8598, 2.5129)  0.003
H (-4.3197, 1.2424, -0.0018)  0.003
H (-3.0081, 1.9924, -0.8223)  0.001
H (-4.1168, 2.9316, 0.2311)  0.001
C (5.5646, -2.5052, 1.7524)  0.000
O (4.5600, -2.0174, 0.7867)  -0.001
C (3.2970, -1.8520, 1.2503)  0.002
C (2.3967, -1.8147, -0.0486)  -0.009
N (2.2834, -0.5798, -0.8446)  0.087
C (3.6216, -0.2409, -1.3969)  -0.004
C (3.3964, 1.1343, -2.0104)  -0.001
O (2.2760, 1.1939, -2.9486)  0.034
C (2.2890, 2.4194, -3.6429)  0.002
H (6.5739, -2.2542, 1.4264)  0.000
H (5.5322, -3.5805, 1.9279)  0.000
H (5.5295, -1.9491, 2.6892)  0.000
H (3.1602, -0.9041, 1.7709)  0.000
H (3.0378, -2.6657, 1.9276)  0.001
H (1.3653, -1.9254, 0.2861)  0.006
H (2.6237, -2.7218, -0.6088)  0.003
H (2.0553, -0.0016, -0.0484)  -0.020
H (3.9684, -0.9781, -2.1211)  0.000
H (4.3123, -0.2476, -0.5537)  -0.001
H (4.3086, 1.4073, -2.5409)  0.000
H (3.3103, 2.0067, -1.3626)  0.001
H (1.5668, 2.3178, -4.4530)  0.001
H (3.2516, 2.4786, -4.1507)  0.004
H (2.1273, 3.2693, -2.9798)  -0.001

Cartesian forces (eV/Å) of the 3 atoms listed first:
0.96 -0.47 1.83
1.21 1.63 0.26
-1.08 -0.67 -0.35

Output
- <S²>: 12.0127
- LUMO (alpha / beta): -5.13 / -6.21 eV
- Total charge: +2
- Highest occupied orbital energy (alpha / beta): -14.141 / -14.144 eV
- Energy: -4598.48430 Eh
- Spin multiplicity: 7
- HOMO-LUMO gap (alpha / beta): 9.01 / 7.93 eV